(1)
{
  "formula": "C32H39F40NO7P",
  "method": "ωB97M-V/def2-TZVPD",
  "elements": ["C", "C", "O", "C", "O", "C", "C", "C", "P", "C", "N", "H", "H", "H", "H", "H", "H", "H", "H", "H", "H", "H", "H", "H", "H", "H", "H", "H", "H", "H", "C", "C", "C", "F", "F", "F", "F", "O", "C", "C", "F", "F", "F", "F", "H", "H", "H", "H", "C", "C", "C", "F", "F", "F", "F", "O", "C", "C", "F", "F", "F", "F", "H", "H", "H", "H", "C", "C", "C", "F", "F", "F", "F", "O", "C", "C", "F", "F", "F", "F", "H", "H", "H", "H", "C", "C", "C", "F", "F", "F", "F", "O", "C", "C", "F", "F", "F", "F", "H", "H", "H", "H", "C", "C", "C", "F", "F", "F", "F", "O", "C", "C", "F", "F", "F", "F", "H", "H", "H", "H"],
  "coordinates": [[-3.295, 1.328, 13.837], [-3.715, 2.871, 13.346], [-3.395, 3.132, 11.934], [-4.374, 2.532, 11.015], [-5.276, 1.591, 11.312], [-4.397, 3.111, 9.463], [-2.856, 3.469, 9.034], [-1.787, 2.235, 9.180], [-0.054, 2.906, 9.759], [1.554, 3.778, 10.319], [1.328, 5.122, 11.013], [-2.780, 1.392, 14.886], [-4.302, 0.691, 13.841], [-2.595, 0.837, 13.007], [-3.005, 3.585, 13.988], [-4.814, 3.159, 13.656], [-4.975, 4.154, 9.525], [-4.981, 2.432, 8.710], [-2.830, 3.846, 7.906], [-2.526, 4.392, 9.701], [-2.150, 1.333, 9.832], [-1.617, 1.808, 8.079], [-0.237, 3.966, 8.775], [0.634, 2.161, 8.717], [0.138, 1.799, 10.676], [-0.755, 3.669, 10.797], [2.259, 4.023, 9.390], [2.196, 3.100, 11.048], [1.048, 5.833, 10.296], [0.633, 5.047, 11.789], [-0.421, 2.884, 5.025], [0.522, 1.776, 5.514], [1.769, 1.559, 4.664], [1.484, 1.237, 3.384], [2.509, 0.528, 5.156], [-0.187, 0.624, 5.666], [0.929, 2.122, 6.779], [-1.526, 2.470, 4.213], [-1.226, 2.267, 2.833], [-1.322, 0.797, 2.408], [-0.546, -0.009, 3.175], [-0.900, 0.630, 1.124], [-0.022, 2.823, 2.560], [-2.139, 3.003, 2.142], [-0.892, 3.309, 5.920], [0.120, 3.726, 4.577], [2.407, 2.448, 4.665], [-2.351, 0.435, 2.477], [-1.016, -1.222, -1.558], [-2.516, -0.994, -1.789], [-3.368, -2.257, -1.836], [-2.989, -3.113, -2.810], [-4.669, -1.948, -2.092], [-2.683, -0.236, -2.908], [-2.971, -0.217, -0.753], [-0.189, -1.263, -2.726], [-0.162, -2.515, -3.410], [-0.827, -2.460, -4.790], [-2.099, -1.994, -4.726], [-0.899, -3.700, -5.349], [-0.688, -3.467, -2.602], [1.154, -2.835, -3.549], [-0.652, -0.348, -1.003], [-0.821, -2.069, -0.890], [-3.341, -2.788, -0.879], [-0.267, -1.812, -5.470], [-4.426, -4.120, -7.544], [-3.969, -5.564, -7.298], [-2.505, -5.848, -7.613], [-2.183, -5.593, -8.900], [-2.216, -7.162, -7.405], [-4.797, -6.413, -7.967], [-4.174, -5.831, -5.967], [-5.054, -3.854, -8.804], [-4.161, -3.642, -9.897], [-4.219, -4.760, -10.945], [-4.003, -5.983, -10.400], [-3.261, -4.588, -11.897], [-2.915, -3.432, -9.410], [-4.540, -2.464, -10.463], [-5.210, -3.912, -6.806], [-3.640, -3.389, -7.318], [-1.842, -5.262, -6.967], [-5.193, -4.782, -11.442], [6.270, -1.352, -1.013], [6.857, -2.594, -1.697], [7.432, -2.362, -3.089], [6.520, -1.879, -3.962], [7.882, -3.530, -3.623], [5.922, -3.584, -1.701], [7.871, -3.055, -0.893], [4.855, -1.164, -1.136], [4.424, -0.562, -2.356], [3.625, -1.519, -3.248], [4.307, -2.662, -3.511], [3.350, -0.949, -4.454], [5.497, -0.021, -2.980], [3.638, 0.489, -1.994], [6.429, -1.486, 0.064], [6.824, -0.439, -1.258], [8.280, -1.670, -3.056], [2.677, -1.795, -2.778], [2.079, 2.717, -7.614], [3.244, 3.252, -8.457], [3.306, 2.732, -9.888], [3.413, 1.387, -9.956], [4.398, 3.230, -10.532], [4.412, 3.031, -7.793], [3.109, 4.618, -8.510], [2.363, 1.591, -6.774], [2.331, 0.322, -7.425], [3.711, -0.340, -7.517], [4.625, 0.464, -8.113], [3.658, -1.480, -8.260], [1.726, 0.463, -8.629], [1.498, -0.457, -6.682], [1.813, 3.515, -6.909], [1.170, 2.564, -8.207], [2.423, 3.038, -10.458], [4.088, -0.599, -6.524]],
  "mulliken_charge": [-0.75, -0.32, -0.14, 0.35, -0.60, -0.42, -0.53, -0.60, 1.14, -0.70, -0.63, 0.29, 0.21, 0.22, 0.27, 0.27, 0.26, 0.24, 0.19, 0.24, 0.38, 0.04, -0.24, -0.39, -0.18, -0.48, 0.24, 0.29, 0.25, 0.24, -0.61, 0.91, -0.04, -0.21, -0.29, -0.31, -0.30, -0.40, 0.77, 0.22, -0.21, -0.26, -0.26, -0.30, 0.30, 0.32, 0.28, 0.22, -0.62, 0.90, 0.03, -0.19, -0.29, -0.27, -0.30, -0.37, 0.70, 0.54, -0.21, -0.30, -0.28, -0.28, 0.38, 0.38, 0.28, -0.08, -0.69, 0.82, 0.47, -0.23, -0.29, -0.29, -0.31, -0.43, 0.77, 0.21, -0.21, -0.26, -0.26, -0.30, 0.42, 0.39, -0.02, 0.24, -0.70, 0.87, 0.06, -0.15, -0.29, -0.27, -0.33, -0.35, 0.67, 0.61, -0.27, -0.19, -0.28, -0.26, 0.42, 0.31, 0.27, -0.17, -0.72, 0.86, 0.10, -0.20, -0.29, -0.26, -0.33, -0.35, 0.78, 0.54, -0.24, -0.27, -0.31, -0.26, 0.43, 0.30, 0.29, -0.05],
  "e_above_lowest_ev": 5.2813,
  "e_lumo_ha": 0.04630,
  "charge": -1,
  "e_homo_ev": -3.496,
  "total_energy_ha": -6159.90226
}



(2)
{
  "formula": "C32H39N5S3SbSiTl",
  "method": "ωB97M-V/def2-TZVPD",
  "elements": ["Tl", "C", "C", "C", "C", "C", "C", "N", "Sb", "C", "C", "C", "C", "C", "C", "N", "C", "C", "C", "C", "C", "C", "N", "H", "H", "H", "H", "H", "H", "H", "H", "H", "H", "H", "H", "H", "H", "H", "H", "H", "H", "C", "Si", "C", "C", "C", "C", "C", "C", "N", "C", "S", "H", "H", "H", "H", "H", "H", "H", "H", "H", "H", "H", "H", "C", "C", "S", "C", "C", "S", "H", "H", "H", "H", "H", "H", "C", "C", "N", "H", "H", "H"],
  "coordinates": [[-0.264, -0.231, 0.217], [-0.313, -2.631, 3.565], [1.076, -2.323, 4.035], [1.536, -2.658, 5.311], [2.829, -2.330, 5.672], [3.640, -1.675, 4.756], [3.105, -1.379, 3.507], [1.867, -1.699, 3.164], [4.266, -0.245, 2.096], [3.724, -1.378, 0.312], [4.772, -1.593, -0.720], [4.610, -2.513, -1.671], [3.317, -3.245, -1.798], [2.226, -2.883, -0.722], [1.471, -4.031, -0.095], [2.601, -1.958, 0.331], [2.806, 1.322, 1.976], [2.891, 2.320, 1.016], [1.913, 3.301, 1.014], [0.910, 3.247, 1.962], [0.902, 2.211, 2.889], [-0.206, 2.036, 3.878], [1.864, 1.283, 2.906], [-0.285, -3.413, 2.803], [-0.766, -1.750, 3.100], [-0.951, -2.963, 4.386], [0.872, -3.158, 6.006], [3.201, -2.574, 6.662], [4.655, -1.388, 5.005], [5.705, -1.050, -0.618], [5.415, -2.738, -2.365], [3.461, -4.313, -1.987], [1.189, -4.762, -0.855], [0.559, -3.636, 0.355], [2.078, -4.513, 0.674], [3.662, 2.296, 0.254], [1.904, 4.070, 0.253], [0.102, 3.967, 1.953], [-0.814, 2.937, 3.963], [0.204, 1.770, 4.855], [-0.853, 1.212, 3.559], [-4.210, 4.367, -4.229], [-2.523, 4.484, -3.379], [-2.814, 5.406, -1.782], [-1.474, 5.599, -4.491], [-1.777, 2.773, -3.385], [-1.844, 2.089, -4.589], [-1.385, 0.780, -4.709], [-0.891, 0.195, -3.553], [-0.772, 0.825, -2.400], [-1.167, 2.114, -2.275], [-0.866, 2.898, -0.772], [-4.650, 5.363, -4.328], [-4.897, 3.744, -3.656], [-4.129, 3.936, -5.228], [-3.391, 6.310, -2.007], [-1.872, 5.674, -1.309], [-3.359, 4.793, -1.065], [-1.953, 6.574, -4.618], [-1.348, 5.151, -5.478], [-0.481, 5.757, -4.068], [-2.280, 2.573, -5.460], [-1.451, 0.227, -5.637], [-0.583, -0.848, -3.538], [-3.948, -1.943, 3.295], [-3.216, -1.511, 2.033], [-2.510, 0.107, 2.121], [-3.149, -2.331, 0.963], [-3.803, -3.695, 0.980], [-2.331, -1.988, -0.570], [-3.837, -1.169, 4.054], [-3.553, -2.879, 3.707], [-5.021, -2.093, 3.127], [-4.466, -3.851, 1.832], [-3.044, -4.487, 0.987], [-4.381, -3.839, 0.063], [2.218, -2.351, -4.157], [2.290, -2.576, -2.682], [1.417, -2.248, -1.809], [1.381, -2.909, -4.578], [3.137, -2.667, -4.652], [2.047, -1.294, -4.366]],
  "mulliken_charge": [0.38, -0.37, 0.31, -0.71, -0.39, -0.98, 0.23, 0.40, 0.58, 0.44, -0.88, -0.63, -0.46, 0.80, -1.22, 0.03, 0.10, -0.41, -0.17, -0.63, 0.50, -1.07, -0.07, 0.14, -0.25, 0.32, 0.42, 0.36, 0.37, 0.35, 0.42, 0.43, 0.44, -0.07, 0.33, 0.34, 0.34, 0.28, 0.36, 0.36, -0.11, -1.12, 0.18, -0.98, -1.09, 0.38, -0.19, -1.16, -0.44, -0.08, 0.17, -0.49, 0.29, 0.33, 0.32, 0.29, 0.25, 0.32, 0.29, 0.33, 0.29, 0.19, 0.35, 0.56, -1.76, 0.20, -0.24, 0.47, -1.50, -0.49, 0.32, 0.33, 0.41, 0.37, 0.20, 0.32, -1.43, 0.32, -0.10, 0.31, 0.38, 0.29],
  "e_above_lowest_ev": 0.0055,
  "e_lumo_ha": 0.15102,
  "charge": -2,
  "e_homo_ev": 0.253,
  "total_energy_ha": -3413.33252
}



What is the formula in the first record? C32H39F40NO7P